{"formula": "C5H3N6O", "method": "ωB97M-V/def2-TZVPD", "species": ["N", "N", "C", "N", "C", "C", "O", "N", "C", "N", "C", "N", "H", "H", "H"], "positions_angstrom": [[-2.03936, 0.00248, 4.07300], [-1.49258, 0.16377, 3.09523], [-0.93677, 0.17799, 1.78944], [-0.28115, 1.17054, 1.19616], [0.03903, 0.70362, -0.08885], [0.96158, 0.98619, -1.08913], [1.83545, 1.94475, -0.91731], [1.28277, 0.15030, -2.04958], [0.59137, -0.99360, -2.14849], [-0.37976, -1.33950, -1.28365], [-0.51361, -0.49185, -0.26805], [-1.04725, -0.81972, 0.94371], [2.63330, 1.73737, -1.47829], [0.92699, -1.66185, -2.90622], [-1.58002, -1.73050, 1.13202]], "charge": 1, "smiles": "N#[N+]c1nc2c(O)ncnc2[nH]1", "spin_multiplicity": 1, "e_tot_ha": -595.77129, "gap_ev": 6.9, "homo_ev": -13.79, "fmax_ev_per_a": 6.96}